Run 1
Computed, not measured: the ion C3H8NO with charge +1, with ωB97M-V with the def2-TZVPD basis set.

As for the multiplicity: 1. The LUMO energy comes out at -4.06 eV. Its net charge is +1. The HOMO-LUMO gap is 11.52 eV. For the HOMO energy, the calculation gives -0.5726 Eh. Its SMILES is C=C[NH2+]CO.

Each atom is followed by the atoms it is bonded to, with distances in Å.
Geometry (Å):
1 C 1.740 0.916 -0.758  C2 1.342, H6 1.048, H7 1.074
2 C 1.208 0.166 0.219  C1 1.342, N4 1.566, H8 1.060
3 C -1.094 -0.831 0.281  N4 1.413, O5 1.411, H9 1.157, H10 1.163
4 N -0.298 0.282 0.633  C2 1.566, C3 1.413, H11 1.242, H12 1.010
5 O -2.292 -0.230 -0.161  C3 1.411, H13 0.932
6 H 2.768 0.986 -0.948  C1 1.048
7 H 0.976 1.250 -1.435  C1 1.074
8 H 1.764 -0.425 0.901  C2 1.060
9 H -0.479 -1.234 -0.611  C3 1.157
10 H -1.272 -1.742 0.981  C3 1.163
11 H -0.351 0.711 1.798  N4 1.242
12 H -0.753 1.036 0.138  N4 1.010
13 H -3.036 -0.695 0.152  O5 0.932

=====

Run 2
Computed, not measured: the ion C3H8NO with charge +1, with ωB97M-V with the def2-TZVPD basis set.

As for the multiplicity: 1. The LUMO energy comes out at -3.67 eV. Its net charge is +1. The HOMO-LUMO gap is 11.50 eV. For the HOMO energy, the calculation gives -0.5576 Eh. Its SMILES is C[NH2+]CC=O.

Each atom is followed by the atoms it is bonded to, with distances in Å.
Geometry (Å):
1 O -1.478 -0.503 0.568  C2 1.199
2 C -1.160 0.651 0.509  O1 1.199, C3 1.505, H6 1.097
3 C 0.066 1.097 -0.241  C2 1.505, N4 1.496, H7 1.087, H8 1.095
4 N 0.748 -0.080 -0.865  C3 1.496, C5 1.505, H9 1.027, H10 1.019
5 C 1.403 -1.032 0.100  N4 1.505, H11 1.082, H12 1.092, H13 1.080
6 H -1.763 1.433 0.988  C2 1.097
7 H -0.129 1.811 -1.037  C3 1.087
8 H 0.753 1.614 0.436  C3 1.095
9 H 0.067 -0.578 -1.449  N4 1.027
10 H 1.492 0.254 -1.477  N4 1.019
11 H 0.660 -1.581 0.663  C5 1.082
12 H 1.984 -0.432 0.803  C5 1.092
13 H 2.102 -1.657 -0.437  C5 1.080

=====

Which of them is most stable? Easy: run 2.

=====

Run 1
Computed, not measured: the ion C4H10NOS with charge +1, with ωB97M-V with the def2-TZVPD basis set.

As for the multiplicity: 1. The LUMO energy comes out at -3.55 eV. Its net charge is +1. The HOMO-LUMO gap is 10.66 eV. For the HOMO energy, the calculation gives -0.5224 Eh. Its SMILES is CC(=O)SCC[NH3+].

Each atom is followed by the atoms it is bonded to, with distances in Å.
Geometry (Å):
1 C 0.379 1.426 1.489  C2 1.551, N5 1.454, H8 1.107, H9 1.130
2 C -0.877 0.542 1.275  C1 1.551, S7 1.861, H10 1.100, H11 1.122
3 C -0.029 -1.155 -0.913  C4 1.446, O6 1.236, S7 1.741
4 C -0.520 -1.945 -2.020  C3 1.446, H12 1.077, H13 1.170, H14 1.166
5 N 1.249 1.229 0.341  C1 1.454, H15 1.021, H16 0.982, H17 1.031
6 O 0.963 -1.339 -0.199  C3 1.236
7 S -1.121 0.146 -0.528  C2 1.861, C3 1.741
8 H 0.031 2.473 1.576  C1 1.107
9 H 0.709 1.124 2.527  C1 1.130
10 H -0.893 -0.502 1.622  C2 1.100
11 H -1.848 1.066 1.480  C2 1.122
12 H 0.242 -2.702 -2.098  C4 1.077
13 H -0.829 -1.244 -2.904  C4 1.170
14 H -1.605 -2.355 -1.907  C4 1.166
15 H 0.699 1.613 -0.428  N5 1.021
16 H 2.202 1.417 0.483  N5 0.982
17 H 1.247 0.207 0.206  N5 1.031

=====

Run 2
Computed, not measured: the ion C4H10NOS with charge +1, with ωB97M-V with the def2-TZVPD basis set.

As for the multiplicity: 1. The LUMO energy comes out at -3.81 eV. Its net charge is +1. The HOMO-LUMO gap is 10.62 eV. For the HOMO energy, the calculation gives -0.5302 Eh.

Each atom is followed by the atoms it is bonded to, with distances in Å.
Geometry (Å):
1 N -1.424 -1.362 2.979  C2 1.256, H8 1.023
2 C -1.750 -0.627 2.015  N1 1.256, C3 1.525, H9 1.090
3 C -1.106 -0.667 0.634  C2 1.525, S4 1.804, H10 1.092, H11 1.093
4 S 0.281 0.487 0.635  C3 1.804, C5 1.810, H12 1.345
5 C 1.306 0.000 -0.775  S4 1.810, C6 1.538, H13 1.093, H14 1.091
6 C 1.044 0.916 -1.984  C5 1.538, O7 1.410, H15 1.094, H16 1.096
7 O 0.657 2.186 -1.507  C6 1.410, H17 0.968
8 H -0.686 -2.034 2.752  N1 1.023
9 H -2.545 0.105 2.166  C2 1.090
10 H -0.770 -1.676 0.385  C3 1.092
11 H -1.791 -0.306 -0.138  C3 1.093
12 H 0.992 -0.130 1.595  S4 1.345
13 H 2.333 0.084 -0.412  C5 1.093
14 H 1.114 -1.045 -1.022  C5 1.091
15 H 0.292 0.470 -2.641  C6 1.094
16 H 1.986 0.978 -2.540  C6 1.096
17 H 0.068 2.622 -2.140  O7 0.968

=====

Which of them is most stable? Easy: run 1.

=====

Run 1
Computed, not measured: an isolated molecule of C5H8OS2, with ωB97M-V with the def2-TZVPD basis set.

As for the multiplicity: 1. The LUMO energy comes out at 0.76 eV. The HOMO-LUMO gap is 9.24 eV. For the HOMO energy, the calculation gives -0.3114 Eh. Its SMILES is COC1[C@H]2SCS[C@H]12.

Each atom is followed by the atoms it is bonded to, with distances in Å.
Geometry (Å):
1 C 3.396 0.243 -0.016  H6 1.092, H7 1.108, H8 1.112, O14 1.392
2 C 1.279 -0.687 0.353  C3 1.485, C5 1.544, H9 1.083, O14 1.383
3 C -0.063 -0.780 -0.277  C2 1.485, C5 1.519, H10 1.108, S15 1.797
4 C -2.231 0.440 -0.200  H11 1.122, H12 1.087, S15 1.841, S16 1.872
5 C 0.206 0.377 0.669  C2 1.544, C3 1.519, H13 1.071, S16 1.769
6 H 3.769 -0.284 0.864  C1 1.092
7 H 2.986 1.246 0.217  C1 1.108
8 H 4.112 0.515 -0.823  C1 1.112
9 H 1.491 -1.190 1.288  C2 1.083
10 H 0.111 -0.447 -1.319  C3 1.108
11 H -2.738 0.578 -1.191  C4 1.122
12 H -2.993 0.738 0.516  C4 1.087
13 H -0.076 0.205 1.688  C5 1.071
14 O 2.337 -0.508 -0.519  C1 1.392, C2 1.383
15 S -1.749 -1.322 0.025  C3 1.797, C4 1.841
16 S -0.806 1.643 -0.041  C4 1.872, C5 1.769

=====

Run 2
Computed, not measured: an isolated molecule of C5H8OS2, with ωB97M-V with the def2-TZVPD basis set.

As for the multiplicity: 1. The LUMO energy comes out at 0.76 eV. The HOMO-LUMO gap is 9.41 eV. For the HOMO energy, the calculation gives -0.3179 Eh. Its SMILES is S[C@H]1[C@@H]2CS[C@H]1CO2.

Each atom is followed by the atoms it is bonded to, with distances in Å.
Geometry (Å):
1 C -0.623 -0.527 -0.454  C2 1.551, C4 1.570, H7 1.102, S15 1.815
2 C 0.034 0.788 -0.947  C1 1.551, C3 1.517, H8 1.097, O14 1.466
3 C 1.511 0.475 -1.101  C2 1.517, H9 1.076, H10 1.086, S16 1.857
4 C 0.238 -0.634 0.855  C1 1.570, C5 1.542, H11 1.099, S16 1.856
5 C 0.086 0.800 1.401  C4 1.542, H12 1.077, H13 1.075, O14 1.430
6 H -2.484 0.709 0.407  S15 1.338
7 H -0.434 -1.281 -1.235  C1 1.102
8 H -0.429 1.289 -1.806  C2 1.097
9 H 1.692 0.028 -2.062  C3 1.076
10 H 2.197 1.295 -0.907  C3 1.086
11 H -0.021 -1.465 1.525  C4 1.099
12 H 0.894 1.215 1.980  C5 1.077
13 H -0.805 0.801 2.002  C5 1.075
14 O -0.071 1.630 0.248  C2 1.466, C5 1.430
15 S -2.416 -0.492 -0.180  C1 1.815, H6 1.338
16 S 1.946 -0.824 0.154  C3 1.857, C4 1.856

=====

Which of them is most stable? Easy: run 2.